[1]
Computed, not measured: a structure of composition C8H18N3O9PbS at a distorted geometry, with ωB97M-V/def2-TZVPD.

The geometry in XYZ format:
```
40
Properties=species:S:1:pos:R:3:forces:R:3
Pb 8.38700 3.32169 -13.49684 0.457 2.692 0.880
N 8.75132 6.70930 -12.44229 -2.159 2.334 0.357
O 8.11233 6.93309 -11.43874 0.721 -1.011 -0.199
O 9.09390 7.57792 -13.21708 0.850 -1.456 -0.055
O 8.94273 5.42153 -12.75149 0.279 -2.817 -1.151
C 11.06459 9.55138 -14.43088 0.804 1.265 0.153
C 10.47545 9.39001 -15.81619 -0.528 -0.590 -0.170
O 10.41120 10.69348 -16.39031 0.018 0.355 -0.022
S 11.18710 11.78502 -15.49848 0.398 -0.420 -0.259
O 10.23156 12.50760 -14.73710 -0.036 -0.481 0.405
O 12.12466 12.50107 -16.27565 0.120 -0.274 -0.090
O 11.97866 10.65518 -14.65241 -0.228 0.905 0.072
H 11.72010 8.76251 -14.07778 -0.374 -0.316 -0.050
H 10.37307 9.90248 -13.66437 -0.267 -0.445 -0.053
H 9.46028 8.99334 -15.81603 0.024 -0.062 0.069
H 11.11066 8.75852 -16.43789 0.048 0.101 -0.060
C 8.94879 10.41398 -10.39862 1.023 -0.757 0.545
C 7.46486 10.18441 -10.23264 0.177 0.212 -0.604
O 6.66808 11.04420 -10.54674 -0.252 0.031 0.235
N 7.11941 8.99053 -9.68488 -0.354 -0.140 0.245
C 5.79390 8.63237 -9.24412 -0.548 -0.635 0.585
H 9.56267 9.63903 -9.92522 -0.300 -0.173 0.086
H 9.23213 11.31506 -9.85720 -0.187 0.265 -0.361
H 9.32247 10.43449 -11.42160 -0.482 0.450 -0.169
H 7.70413 8.19088 -9.85729 0.335 0.448 0.275
H 5.90175 8.03931 -8.33090 0.038 -0.128 -0.097
H 5.24007 8.01546 -9.95775 0.060 0.149 -0.179
H 5.14045 9.44384 -8.93581 0.412 0.481 -0.439
C 6.53620 11.01340 -14.20094 -0.583 -0.640 -0.283
C 5.84609 9.66896 -14.38186 -0.722 0.414 0.032
O 4.63805 9.55439 -14.38500 0.003 -0.101 -0.166
N 6.65626 8.58290 -14.59364 1.181 0.204 -0.414
C 6.18627 7.27672 -14.90405 -1.204 -0.664 1.456
H 5.73958 11.75004 -14.24970 0.072 0.091 0.217
H 7.19718 11.18745 -15.04979 0.350 0.031 0.271
H 7.02265 11.05744 -13.22714 0.212 0.163 -0.093
H 7.59580 8.64502 -14.23803 -0.001 0.225 -0.226
H 5.09493 7.28627 -14.90933 -0.010 0.305 -0.479
H 6.34466 6.64327 -14.01536 0.374 -0.431 -0.087
H 6.55107 6.77076 -15.79639 0.280 0.422 -0.177
```
Forces are in eV/Å.

As for the total charge: +1. The value obtained for the HOMO-LUMO gap is 2.78 eV. For the energy above the lowest of the compared OMol25 structures with the same formula, charge and spin, the calculation gives 3.912 eV. For the HOMO energy, the calculation gives -11.260 eV.

Atomic partial charges in e from the natural (NBO) method, atoms 1 to 6: 1.801, 0.738, -0.348, -0.364, -0.830, -0.116



[2]
Computed, not measured: the ion C8H13N4O2 with charge +1 at a distorted geometry, with ωB97M-V/def2-TZVPD.

The geometry in XYZ format:
```
27
Properties=species:S:1:pos:R:3:forces:R:3
N -1.86984 -1.17392 -1.35251 -0.510 -0.340 0.232
C -0.78855 -1.13067 -0.47227 0.250 4.416 2.209
C -0.93752 -1.14121 1.10582 -1.752 -0.555 -3.571
C -1.78753 0.10111 1.39111 1.989 -0.052 -2.371
C -1.26208 1.20812 0.45910 0.413 0.803 -1.728
C -0.13605 0.46092 -0.28292 1.667 0.229 0.309
C 0.35349 1.00015 -1.61909 0.165 -0.789 1.476
O -0.42824 1.39446 -2.42253 -0.633 0.603 -1.114
N 1.70612 0.85469 -1.86357 2.193 -0.622 0.104
C 2.74081 0.37237 -1.03953 -0.540 -0.311 2.478
O 3.88569 0.08906 -1.27666 -1.009 0.537 -1.195
N 2.32126 0.32803 0.29796 -0.652 -1.198 1.095
C 0.99503 0.38530 0.80406 -0.488 -0.367 -2.743
N 0.51681 -1.00666 1.41190 -0.523 1.766 2.309
H -2.72772 -0.86620 -0.92314 -0.230 0.087 -0.164
H -1.70904 -0.66434 -2.22006 -0.024 -0.166 0.195
H -0.03864 -1.81160 -0.66136 1.755 -1.465 -1.243
H -1.31760 -2.11123 1.36416 -0.078 -0.339 0.949
H -1.60467 0.35692 2.34083 0.077 1.190 3.796
H -2.79677 0.12116 1.17206 -2.230 -1.348 0.137
H -1.00042 2.12333 1.06386 0.292 -0.941 -0.896
H -1.89795 1.58292 -0.38604 -0.282 -0.565 1.180
H 2.17887 1.10803 -2.70353 -0.734 0.439 -1.340
H 2.94875 -0.00558 1.01902 0.798 0.300 -0.702
H 0.96768 1.29394 1.41606 -0.637 -1.065 1.070
H 0.99830 -1.76277 0.96200 0.619 -0.408 -0.488
H 0.68980 -1.10633 2.41529 0.103 0.161 0.015
```
Forces are in eV/Å.

As for the total charge: +1. The value obtained for the HOMO-LUMO gap is 9.91 eV. Its SMILES is N[C@@H]1[C@@H]2CC[C@]13C(=O)NC(=O)N[C@@H]3[NH2+]2. For the energy above the lowest of the compared OMol25 structures with the same formula, charge and spin, the calculation gives 0.334 eV. For the HOMO energy, the calculation gives -13.361 eV.

Atomic partial charges in e from the natural (NBO) method, atoms 1 to 6: -0.813, 0.035, -0.067, -0.441, -0.412, -0.171



[3]
Computed, not measured: a structure of composition C37H29BrIN4PPdS at a distorted geometry, with ωB97M-V/def2-TZVPD.

The geometry in XYZ format:
```
75
Properties=species:S:1:pos:R:3:forces:R:3
Pd -0.39774 0.66844 0.78132 -0.842 -0.411 0.187
C -0.76304 2.12224 -5.61051 0.002 -0.040 -0.030
C -1.50371 2.54020 -4.51093 -0.080 0.000 0.033
C -1.14564 2.12921 -3.23926 0.071 -0.121 -0.035
C -0.02773 1.30826 -3.06510 -0.229 -0.157 0.100
C 0.70164 0.87157 -4.16738 -0.074 0.008 0.091
C 0.33033 1.28789 -5.43851 -0.009 -0.027 -0.057
P 0.55159 0.97638 -1.37591 0.403 1.270 0.247
C 2.19565 0.25219 -1.54134 -0.292 -0.122 0.051
C 2.25710 -1.13756 -1.64454 0.062 0.099 -0.040
C 3.48429 -1.75834 -1.80847 0.008 -0.015 0.012
C 4.64576 -0.99555 -1.82366 -0.017 -0.073 -0.033
C 4.58221 0.38523 -1.69923 0.036 0.085 0.018
C 3.35500 1.01866 -1.57112 -0.086 0.016 0.014
C 0.60591 2.65991 -0.66924 0.200 0.351 -0.332
C 0.89426 3.88840 -1.25535 0.119 -0.132 0.128
C 0.62612 5.03432 -0.52049 0.071 0.164 -0.160
C 0.08011 4.95953 0.75594 -0.105 -0.158 0.167
C -0.22212 3.73233 1.34872 0.016 0.267 0.161
C 0.05444 2.61557 0.59973 0.364 -1.125 -0.450
H -1.04656 2.44186 -6.60428 0.021 0.029 0.005
H -2.35424 3.19605 -4.64298 -0.008 -0.021 -0.019
H -1.72382 2.45221 -2.38049 0.034 0.109 -0.006
H 1.55774 0.22397 -4.03596 0.039 0.037 -0.023
H 0.90704 0.96377 -6.29438 -0.019 -0.009 -0.004
H 1.34652 -1.72551 -1.59523 0.026 -0.031 -0.046
H 3.53780 -2.83250 -1.92502 0.010 -0.003 0.048
H 5.60249 -1.48702 -1.94146 0.017 0.037 0.010
H 5.48869 0.97659 -1.70670 0.007 -0.024 -0.012
H 3.29786 2.09698 -1.48448 0.033 0.004 0.034
H 1.30497 3.93761 -2.25613 -0.056 0.077 -0.036
H 0.82597 6.00542 -0.95471 0.028 -0.009 0.028
H -0.13525 5.86445 1.30885 0.061 0.046 -0.033
H -0.63811 3.69029 2.34596 -0.030 -0.020 -0.037
S -0.67339 0.37601 3.05337 -1.501 -0.243 -0.265
C -1.98816 -0.79618 3.00579 3.094 1.370 -2.005
N -2.37065 -1.16306 4.20136 -2.792 -1.083 2.482
N -3.31254 -2.03611 4.48266 1.969 1.236 -0.315
C -3.58830 -3.28192 3.98707 -0.637 -0.694 -0.846
C -4.67712 -3.96565 4.57033 0.074 0.374 -0.002
C -5.03167 -5.21099 4.11267 -0.009 -0.137 -0.009
C -4.30703 -5.80696 3.08069 0.023 0.169 0.034
C -3.21856 -5.14338 2.51300 -0.021 -0.125 0.018
C -2.84635 -3.89671 2.95992 0.043 0.227 0.128
N -2.58045 -1.20541 1.86909 -1.327 -0.132 0.172
N -2.24443 -0.71148 0.75929 1.626 -0.442 0.502
C -3.07867 -0.98677 -0.29814 -1.019 -0.163 -0.750
C -2.80991 -0.39620 -1.54311 0.216 -0.047 0.436
C -3.68019 -0.56533 -2.59470 -0.221 -0.126 -0.215
C -4.82094 -1.34727 -2.43584 0.151 0.098 0.035
C -5.08532 -1.96447 -1.21225 -0.018 -0.114 0.014
C -4.23429 -1.79024 -0.14849 0.239 0.283 0.112
H -3.81875 -1.76871 5.32093 0.302 -0.181 0.401
H -5.23430 -3.49606 5.37314 -0.018 -0.018 0.007
H -5.87145 -5.72570 4.55786 0.016 -0.014 0.009
H -4.58201 -6.79170 2.72846 -0.008 0.002 -0.013
H -2.65399 -5.61358 1.71972 0.022 -0.020 0.037
H -1.98086 -3.41077 2.53967 0.037 -0.014 -0.004
H -1.92300 0.20522 -1.65573 -0.068 0.024 0.013
H -3.47647 -0.08495 -3.54230 0.027 -0.010 0.000
H -5.50655 -1.47515 -3.26275 0.001 -0.006 -0.001
H -5.96496 -2.58176 -1.09102 -0.015 0.017 -0.051
H -4.43249 -2.24522 0.81033 -0.071 -0.044 -0.034
Br 3.38543 3.40429 1.69279 -0.053 -0.059 -0.033
C 4.74476 2.11028 1.89798 -0.198 -0.001 -0.002
C 6.05946 2.55019 1.96309 0.011 -0.031 -0.016
C 7.08445 1.63437 2.13418 -0.025 0.005 0.006
C 6.79760 0.28156 2.23172 0.070 -0.010 -0.006
C 5.48696 -0.16226 2.16174 -0.150 -0.189 -0.037
C 4.46120 0.75447 1.99822 -0.272 0.199 0.027
I 2.46536 0.00941 1.98735 0.706 -0.207 0.175
H 6.26632 3.60856 1.88878 0.014 -0.005 0.006
H 8.10591 1.98268 2.20067 0.003 -0.004 -0.013
H 7.59337 -0.43671 2.37411 -0.003 -0.006 -0.019
H 5.26645 -1.21942 2.23064 0.000 0.019 0.044
```
Forces are in eV/Å.

As for the total charge: +2. The value obtained for the HOMO-LUMO gap (alpha / beta) is 3.57 / 3.85 eV. For the energy above the lowest of the compared OMol25 structures with the same formula, charge and spin, the calculation gives 2.296 eV. For the HOMO energy (alpha / beta), the calculation gives -12.913 / -13.043 eV.

Atomic partial charges in e from the Mulliken method, atoms 1 to 6: -0.877, -0.604, -0.836, -0.335, 0.859, -0.667